Entry 1:
Computed, not measured: a molecular structure, C27H31BrClF9NO27PS at a distorted geometry, with ωB97M-V/def2-TZVPD.

Structure (XYZ):
```
99
Properties=species:S:1:pos:R:3:mulliken_charge:R:1
O 4.858 4.423 -1.347 -0.592
S 3.766 4.778 -2.179 1.057
O 2.775 5.512 -1.474 -0.576
F 4.337 5.617 -3.381 -0.189
N 3.044 3.390 -2.736 0.339
C 1.934 3.663 -3.704 -0.876
C 0.616 3.785 -2.912 -0.690
C -0.590 3.236 -3.675 -0.722
Br -0.482 1.278 -3.547 -0.176
P 4.228 2.214 -3.327 0.379
O 3.329 0.889 -3.608 -0.453
Cl 4.815 2.869 -5.237 -0.264
H 1.830 2.828 -4.390 0.616
H 2.077 4.577 -4.266 0.256
H 0.670 3.284 -1.955 0.282
H 0.465 4.842 -2.706 0.409
H -1.467 3.577 -3.146 0.497
H -0.590 3.561 -4.703 0.328
H 3.415 0.311 -2.849 0.373
C -2.263 1.356 1.049 -0.198
C -1.145 1.607 0.077 0.543
O -1.698 2.609 -0.769 -0.115
C -2.591 3.309 -0.013 0.573
O -3.031 4.357 -0.313 -0.517
O -2.894 2.647 1.126 -0.362
F -0.863 0.506 -0.664 -0.307
H -2.978 0.628 0.681 0.293
H -1.901 1.036 2.022 0.059
H -0.226 1.979 0.534 0.098
C -4.363 -5.428 0.684 -0.206
C -3.113 -4.619 0.474 0.382
O -3.246 -3.598 1.458 -0.259
C -3.971 -4.130 2.475 0.490
O -4.048 -3.663 3.556 -0.586
O -4.587 -5.268 2.097 -0.320
F -3.084 -4.047 -0.754 -0.275
H -5.211 -5.030 0.138 0.260
H -4.234 -6.472 0.424 0.210
H -2.184 -5.167 0.639 0.263
C 8.229 -0.445 -3.093 -0.390
C 8.353 -1.180 -1.783 0.295
O 7.047 -1.057 -1.240 -0.289
C 6.200 -0.965 -2.296 0.648
O 5.032 -1.116 -2.221 -0.544
O 6.860 -0.688 -3.440 -0.288
F 9.237 -0.576 -0.952 -0.284
H 8.392 0.628 -2.982 0.283
H 8.901 -0.827 -3.856 0.261
H 8.610 -2.236 -1.878 0.288
C -2.521 -3.995 6.135 -0.003
C -2.477 -2.680 6.871 0.315
O -1.580 -2.965 7.946 -0.324
C -0.731 -3.924 7.489 0.722
O 0.288 -4.212 8.002 -0.521
O -1.205 -4.508 6.370 -0.343
F -3.691 -2.352 7.384 -0.289
H -3.260 -4.679 6.556 0.240
H -2.715 -3.886 5.074 -0.042
H -2.094 -1.842 6.285 0.326
C -2.097 3.714 -9.053 -0.452
C -1.928 4.888 -8.123 0.303
O -1.070 4.363 -7.122 -0.279
C -0.314 3.399 -7.723 0.613
O 0.665 2.946 -7.267 -0.445
O -0.839 3.041 -8.919 -0.330
F -3.105 5.250 -7.554 -0.276
H -2.902 3.049 -8.734 0.286
H -2.274 4.014 -10.082 0.275
H -1.462 5.763 -8.579 0.268
C -6.166 -6.910 -3.778 -0.452
C -6.130 -5.572 -3.086 0.275
O -5.251 -5.814 -1.995 -0.201
C -4.394 -6.795 -2.404 0.577
O -3.387 -7.057 -1.862 -0.456
O -4.853 -7.419 -3.511 -0.350
F -7.350 -5.228 -2.601 -0.286
H -6.911 -7.579 -3.345 0.285
H -6.345 -6.827 -4.846 0.292
H -5.738 -4.757 -3.696 0.296
C 1.357 3.423 3.210 -0.502
C 0.978 3.340 4.664 0.673
O -0.063 2.366 4.651 -0.265
C 0.193 1.548 3.611 0.690
O -0.311 0.487 3.460 -0.623
O 1.097 2.085 2.761 -0.250
F 0.474 4.514 5.113 -0.339
H 0.727 4.120 2.654 0.263
H 2.398 3.695 3.061 0.308
H 1.782 3.018 5.328 0.053
C 3.116 -0.463 8.239 -0.457
C 1.801 -0.497 7.516 0.346
O 1.457 0.896 7.444 -0.276
C 2.644 1.577 7.432 0.643
O 2.787 2.714 7.134 -0.571
O 3.666 0.785 7.812 -0.317
F 0.865 -1.154 8.239 -0.302
H 2.993 -0.452 9.323 0.290
H 3.764 -1.291 7.966 0.287
H 1.855 -0.919 6.510 0.324
```

Computed properties:
- highest occupied orbital energy (eV) = -9.313
- spin multiplicity = 1
- largest force on an atom (hartree/bohr) = 0.067
- frontier orbital gap (eV) = 9.611
- LUMO energy (eV) = 0.298

Entry 2:
Computed, not measured: C7H14N2 in the gas phase at a distorted geometry, with ωB97M-V/def2-TZVPD.

Structure (XYZ):
```
23
Properties=species:S:1:pos:R:3:mulliken_charge:R:1
C 2.054 -0.151 -0.512 -0.588
C 1.741 1.298 0.105 -0.750
C 0.130 1.148 0.004 0.091
C -1.454 1.449 -0.090 -0.905
N -2.046 0.090 -0.478 -0.434
C -1.712 -1.239 0.071 -0.862
C -0.085 -1.151 0.142 0.261
C -0.029 0.111 1.011 -0.762
N 1.371 -1.528 0.101 -0.547
H 3.198 -0.321 -0.560 0.344
H 1.713 -0.222 -1.552 0.377
H 2.320 2.140 -0.446 0.315
H 2.010 1.417 1.147 0.349
H 0.079 0.804 -1.092 0.193
H -1.766 2.243 -0.810 0.317
H -1.831 1.738 0.878 0.384
H -1.763 0.021 -1.557 0.298
H -2.265 -1.454 1.056 0.219
H -2.282 -1.909 -0.607 0.346
H -0.177 -0.878 -0.934 0.213
H -0.949 0.191 1.544 0.475
H 0.853 -0.121 1.678 0.376
H 1.722 -2.375 -0.489 0.291
```

Computed properties:
- highest occupied orbital energy (eV) = -7.867
- energy relative to the best compared isomer or geometry (same formula, charge and spin) (kJ/mol) = 788.2
- SMILES = C1C[C@@H]2CNC[C@@H](C2)N1
- spin multiplicity = 1
- largest force on an atom (hartree/bohr) = 0.078
- frontier orbital gap (eV) = 8.815
- LUMO energy (eV) = 0.948